[1]
{
  "formula": "Ag2Cl",
  "method": "ωB97M-V/def2-TZVPD",
  "species": ["Ag", "Ag", "Cl"],
  "xyz": [[-0.560, 0.771, 1.022], [0.704, -1.204, -0.109], [-0.144, 0.434, -0.913]],
  "atomic_forces_ev_per_a": [[-2.1561, 2.2974, 7.2828], [3.5614, -6.6095, 2.0277], [-1.4053, 4.3121, -9.3106]],
  "lowdin_charge": [0.52, 0.52, -0.04],
  "relative_energy_kj_mol": 216.4,
  "total_energy_ev": -20510.9790,
  "homo_lumo_gap_ev": 9.45,
  "largest_force_ev_per_a": 10.36,
  "homo_ev": -15.436,
  "total_charge": 1
}

[2]
{
  "formula": "Ag2H26O17P",
  "method": "ωB97M-V/def2-TZVPD",
  "species": ["Ag", "Ag", "P", "O", "O", "O", "O", "O", "H", "H", "O", "H", "H", "O", "H", "H", "O", "H", "H", "O", "H", "H", "O", "H", "H", "O", "H", "H", "O", "H", "H", "O", "H", "H", "O", "H", "H", "O", "H", "H", "O", "H", "H", "O", "H", "H"],
  "xyz": [[14.261, -7.195, -2.622], [14.261, -7.580, -5.789], [15.252, -5.303, -4.509], [13.884, -5.855, -4.458], [15.468, -6.873, -4.260], [15.748, -5.651, -3.172], [15.825, -5.985, -5.654], [17.833, -7.418, -3.972], [18.181, -6.960, -4.730], [16.876, -7.170, -4.156], [12.596, -7.938, -4.154], [12.161, -8.059, -5.026], [13.105, -7.087, -4.376], [15.967, -5.364, -8.056], [16.008, -5.658, -7.141], [15.875, -6.149, -8.668], [16.361, -8.140, -6.807], [16.232, -7.308, -6.297], [16.444, -8.779, -6.134], [12.292, -5.149, -2.733], [12.951, -5.515, -3.374], [11.607, -5.816, -2.645], [14.622, -4.597, -1.300], [13.778, -4.413, -1.737], [15.154, -5.039, -2.010], [15.314, -9.247, -4.109], [15.791, -9.495, -3.317], [15.499, -8.264, -4.099], [13.292, -5.535, -8.242], [12.827, -4.998, -7.615], [14.235, -5.477, -8.014], [18.216, -5.404, -6.167], [17.336, -5.729, -5.961], [18.043, -4.459, -6.123], [17.952, -4.618, -2.525], [17.076, -5.071, -2.737], [18.664, -5.224, -2.677], [14.379, -2.565, -3.668], [14.288, -1.806, -4.243], [14.233, -2.126, -2.838], [11.982, -4.948, -5.685], [11.191, -5.362, -5.433], [12.725, -5.251, -5.082], [16.332, -7.409, -1.567], [16.113, -7.073, -0.718], [16.269, -6.738, -2.315]],
  "atomic_forces_ev_per_a": [[-2.9422, -2.4715, 4.8065], [-1.6636, -2.8714, -4.6838], [-0.7068, 9.1574, -3.7969], [-10.3942, 3.4027, -1.2164], [4.0805, -12.1383, 2.2911], [5.6551, 4.2912, 12.4760], [4.3054, 2.6396, -11.9837], [-0.4064, -0.1781, -0.1995], [1.2844, 0.3311, -0.4583], [1.3172, -0.6534, 0.7362], [-1.4459, -0.2363, -1.1492], [-0.4841, -0.4171, 0.9239], [-1.1691, -0.0963, 0.8297], [-0.3661, -0.6380, -2.8949], [0.0131, -0.1055, 0.1041], [0.5139, 1.1717, 1.2794], [-0.4049, 0.8033, -1.5943], [1.1907, -0.6028, -0.6876], [0.5702, -1.6498, 1.3755], [-0.6898, -0.0886, 0.8115], [-0.5787, 0.8337, 0.1143], [-0.1174, 0.0076, 0.0780], [-0.3102, 0.0560, 0.6837], [-0.0320, -0.0898, 0.2614], [-0.2103, 1.0740, 0.6619], [0.1258, -0.5890, 0.1497], [0.3821, -0.6108, 0.2613], [0.1270, -1.6408, 0.0877], [0.0389, -0.9848, -0.6778], [-0.5170, 0.3934, 0.8875], [0.0671, 0.5400, -0.1666], [1.0923, 0.3246, -0.0912], [0.1582, -0.0606, -0.0166], [0.3430, 0.1870, -0.0007], [-1.0144, 0.7049, 0.3190], [1.9548, 0.7552, 0.2257], [0.1871, -0.7431, -0.2890], [-0.0939, 0.2806, -0.1280], [0.0524, -0.0350, -0.8566], [0.0054, -0.1817, 1.1479], [1.0786, 0.9315, -1.1051], [-1.5703, -0.7038, 0.6316], [-0.6272, 0.5845, -0.6761], [0.2984, -1.7631, -0.9591], [-0.1282, 1.0755, 0.8793], [1.0313, 0.0039, 1.6083]],
  "lowdin_charge": [0.91, 0.94, 0.27, -0.47, -0.52, -0.42, -0.36, -0.06, 0.00, -0.05, -0.14, 0.06, -0.08, -0.08, -0.06, 0.09, -0.05, -0.05, 0.00, -0.08, -0.06, 0.04, -0.09, -0.01, -0.06, -0.11, 0.04, -0.08, -0.09, -0.02, -0.04, -0.06, -0.06, 0.05, -0.09, -0.02, 0.01, -0.06, 0.03, 0.03, -0.07, 0.00, -0.04, -0.07, 0.03, -0.03],
  "relative_energy_kj_mol": 0.0,
  "total_energy_ev": -52503.4650,
  "homo_lumo_gap_ev": 5.60,
  "largest_force_ev_per_a": 14.35,
  "homo_ev": -4.204,
  "total_charge": -1
}